Record 1
Below is a cluster of 9 separate species, C30H45NO36S8 in total in a non-equilibrium geometry, with properties calculated with ωB97M-V with the def2-TZVPD basis set.

The calculation puts the HOMO-LUMO gap at 7.7 eV. The LUMO energy comes out at -1.288 eV. As for the HOMO energy: -9.03 eV. The value obtained for the total energy is -193709.677 eV. Its largest force on an atom is 4.9 eV/Å. The total charge is 0.

Last column: Löwdin charge in e.
Positions of all 120 atoms, in Å:
S -3.906 5.638 -3.348  0.6675
S 5.220 -1.118 -2.720  0.6623
S 2.503 -3.626 -1.369  0.6374
S -4.699 0.312 -0.561  0.6181
S -3.019 -4.960 0.308  0.6243
S 8.152 -0.966 2.645  0.6229
S -3.058 2.323 -5.631  0.6621
S 1.230 4.960 -2.359  0.6253
O 4.439 0.035 -3.002  -0.2033
O -2.638 1.530 -6.980  -0.1799
O -5.420 6.211 -3.290  -0.1834
O 2.291 -0.546 2.537  0.0187
O -2.914 3.713 -5.858  -0.2441
O -0.339 4.585 -2.378  -0.1885
O -3.552 5.172 -2.051  -0.1998
O -2.441 -3.770 -0.220  -0.2249
O -2.908 2.563 4.684  0.0910
O 7.928 -0.759 4.233  -0.1889
O 1.369 6.357 -2.594  -0.2242
O 1.830 4.305 -1.247  -0.2250
O 4.913 -2.009 -1.649  -0.2336
O -2.448 -6.247 0.112  -0.2147
O 3.394 -2.658 -0.428  -0.2669
O -4.548 -0.566 -1.907  -0.1861
O -5.001 -0.575 0.517  -0.2507
O -1.414 -2.490 7.205  0.1047
O 8.726 0.222 2.113  -0.2189
O 3.033 -3.585 -2.689  -0.2163
O -3.157 7.049 -3.599  -0.1803
O 6.770 -0.668 -2.589  -0.1820
O -3.767 4.829 -4.523  -0.2647
O 6.596 -1.011 2.214  -0.1970
O 3.200 -2.588 4.382  0.0604
O 1.654 4.173 -3.706  -0.1853
O -3.263 -4.744 1.891  -0.1887
O 5.369 -1.988 -4.075  -0.1850
O -3.154 0.764 -0.426  -0.1899
O -4.629 1.953 -5.650  -0.1688
O 2.934 -5.032 -0.695  -0.1789
O 1.127 -3.397 -1.089  -0.2176
O -4.571 -5.008 -0.140  -0.1883
O 8.721 -2.253 2.437  -0.2261
O -2.460 1.658 -4.517  -0.2408
O -5.480 1.463 -0.854  -0.2145
N -2.408 0.888 3.078  -0.0742
C 3.943 -3.414 0.650  -0.1643
C -5.406 -5.066 1.018  -0.1679
C -3.751 0.288 3.250  -0.0741
C -0.350 -2.290 6.675  -0.2744
C -0.670 3.957 -3.622  -0.1900
C 4.090 -4.826 0.117  -0.1575
C 0.606 3.272 -4.072  -0.1591
C -4.123 8.066 -3.870  -0.1675
C 2.243 -2.288 5.074  -0.2900
C -3.690 0.635 -7.344  -0.1686
C -4.963 1.327 -6.892  -0.1601
C -4.623 -4.360 2.108  -0.1680
C 1.040 -1.462 4.553  0.0058
C -0.233 -1.484 5.327  -0.0263
C 6.571 -0.373 4.468  -0.1625
C 7.567 -1.478 -3.452  -0.1731
C -5.377 7.630 -3.135  -0.1721
C 2.177 -2.751 6.562  0.0431
C -2.294 2.206 3.706  -0.4170
C -3.243 -0.370 -2.465  -0.1627
C -0.053 0.083 2.894  0.0867
C 1.024 -2.760 7.281  -0.1569
C -1.258 3.255 3.110  0.0127
C -1.428 -0.725 4.873  0.0768
C -2.349 -0.052 -1.286  -0.1506
C 1.135 -0.662 3.310  -0.1945
C 5.774 -1.073 3.385  -0.1824
C 1.034 -3.205 8.781  -0.0493
C -1.347 0.071 3.636  -0.1737
C 6.668 -1.791 -4.634  -0.1693
H -2.918 -1.264 -2.998  0.1431
H -5.787 0.628 -6.756  0.1382
H -5.262 2.107 -7.597  0.1356
H 3.237 -3.380 1.486  0.1213
H -0.926 3.869 3.994  0.0895
H 4.974 -4.918 -0.520  0.1351
H 6.990 -2.681 -5.172  0.1352
H -5.307 7.852 -2.066  0.1344
H 7.838 -2.387 -2.909  0.1327
H -4.949 -4.645 3.106  0.1367
H -6.278 8.089 -3.540  0.1352
H 6.506 0.714 4.368  0.1358
H 5.611 -2.125 3.631  0.1197
H 2.478 -1.381 2.070  0.0960
H 0.619 3.080 -5.144  0.1383
H -3.760 9.035 -3.529  0.1367
H 4.814 -0.593 3.202  0.1213
H -3.539 -0.304 -6.805  0.1337
H -3.715 -0.838 3.161  0.0968
H -3.292 0.468 -3.160  0.0860
H 0.042 0.709 1.964  0.1271
H 3.147 -3.092 7.016  0.1336
H -2.373 -0.766 5.462  0.1230
H -4.251 0.507 4.232  0.0915
H 4.897 -2.988 0.964  0.1330
H -1.443 0.474 -1.582  0.1368
H 4.139 -5.568 0.913  0.1371
H -2.080 -0.959 -0.736  0.1253
H -0.031 -3.267 9.155  0.0817
H -3.679 0.443 -8.415  0.1372
H -4.289 8.100 -4.950  0.1330
H -1.700 3.871 2.285  0.0912
H 6.617 -0.946 -5.326  0.1331
H 6.256 -0.663 5.469  0.1360
H 0.763 2.333 -3.533  0.1356
H -1.487 3.256 -3.487  0.0958
H -6.364 -4.587 0.821  0.1368
H 8.473 -0.950 -3.746  0.1357
H -4.688 -3.273 2.000  0.1221
H -4.467 0.665 2.436  0.0896
H -5.571 -6.118 1.267  0.1325
H 1.499 -2.352 9.369  0.0956
H 1.627 -4.134 8.977  0.0862
H -0.971 4.735 -4.327  0.1283
H -0.323 2.743 2.733  0.0641

***

Record 2
Below is a structure of composition C30H46AsClN3O4OsSi3, with properties calculated with ωB97M-V with the def2-TZVPD basis set.

The relative energy (zero: lowest compared OMol25 entry of this formula, charge and spin) is 0.195 eV. The calculation puts the HOMO-LUMO gap (alpha / beta) at 6.2 / 6.2 eV. The LUMO energy (alpha / beta) comes out at -4.442 / -4.432 eV. As for the HOMO energy (alpha / beta): -10.63 / -10.63 eV. The value obtained for the total energy is -143976.940 eV. Its largest force on an atom is 0.3 eV/Å. The total charge is +1.

Last column: Löwdin charge in e.
Positions of all 89 atoms, in Å:
Os -0.344 -0.666 -0.039  1.3837
As -1.549 1.537 0.367  0.8498
Cl -0.010 -6.114 1.454  0.7427
Si -1.844 1.893 2.730  0.3425
Si -3.715 1.872 -0.652  0.3489
Si -0.271 3.438 -0.402  0.3534
O -0.156 -0.993 1.894  -0.2316
O 2.339 0.790 -2.755  0.1452
O 1.064 -1.131 3.766  0.1485
O 0.541 0.019 -1.663  -0.2338
N 1.640 0.010 0.547  0.0053
N -1.933 -2.407 -3.991  -0.2472
N 0.638 -2.616 -0.238  -0.0482
C -2.618 0.397 3.540  -0.1998
C -2.996 -1.532 0.516  -0.1937
C -3.203 -3.609 -1.281  -0.0299
C 1.666 -2.869 -1.056  -0.0972
C 1.395 3.427 0.473  -0.1931
C 3.348 0.028 2.162  0.0568
C -4.994 0.651 -0.050  -0.1949
C 4.226 0.497 1.191  0.0047
C -4.050 -3.565 -0.175  -0.0420
C 0.150 -3.608 0.516  -0.1279
C -2.369 -1.027 -4.021  -0.1019
C 2.042 -0.223 1.783  -0.1782
C 2.249 -4.117 -1.141  -0.0140
C 0.682 -4.885 0.472  -0.6278
C -2.069 -1.611 -0.534  -0.3079
C -1.334 -2.766 -2.718  -0.1768
C -3.450 1.729 -2.494  -0.1977
C -4.365 3.574 -0.238  -0.1907
C -3.002 3.331 3.034  -0.2035
C -2.955 -3.303 -4.491  -0.1016
C -0.120 3.334 -2.262  -0.1917
C 1.798 0.436 -1.748  -0.5631
C 1.753 -5.151 -0.364  -0.0488
C -0.159 2.309 3.441  -0.1869
C 2.468 0.405 -0.401  -0.1982
C 3.795 0.672 -0.120  0.0489
C -2.212 -2.658 -1.478  -0.2186
C -1.062 5.083 0.023  -0.1983
C -3.948 -2.522 0.728  -0.0735
C 0.951 -0.839 2.612  -0.5412
H 2.183 3.722 -0.224  0.0472
H -2.038 -0.517 3.437  0.0216
H -3.696 4.387 -0.498  0.0088
H -0.962 -3.794 -2.795  0.1309
H 2.181 -6.143 -0.404  0.1230
H -5.273 3.696 -0.837  0.0484
H 0.666 1.800 2.948  0.0002
H -3.915 -3.222 -3.957  0.0827
H -4.612 -2.460 1.580  0.1174
H -0.472 -2.110 -2.601  0.0842
H 0.024 3.382 3.352  0.0371
H -0.126 2.050 4.501  0.0503
H -1.559 -0.383 -3.671  0.0773
H -4.796 -4.336 -0.037  0.1143
H -2.953 -0.706 1.211  0.0239
H 1.670 2.478 0.922  -0.0096
H 3.660 -0.158 3.181  0.1375
H -0.272 5.838 -0.015  0.0458
H -2.770 4.223 2.454  0.0117
H -4.400 1.514 -2.987  0.0519
H 2.007 -2.057 -1.681  0.1143
H -5.004 0.543 1.036  0.0303
H -4.876 -0.336 -0.496  0.0236
H -3.260 -0.841 -3.398  0.0760
H -1.040 3.684 -2.732  0.0241
H -5.971 1.041 -0.347  0.0481
H -3.302 -4.425 -1.984  0.1125
H -0.686 -3.377 1.162  0.1175
H -2.709 0.614 4.608  0.0494
H -2.929 3.597 4.092  0.0472
H 5.256 0.702 1.450  0.1243
H 0.682 4.005 -2.582  0.0496
H 3.074 -4.276 -1.819  0.1232
H -3.629 0.230 3.162  0.0255
H -3.146 -3.072 -5.539  0.0884
H -1.498 5.122 1.020  0.0146
H -1.816 5.378 -0.703  0.0231
H -4.039 3.053 2.843  0.0279
H 1.378 4.165 1.278  0.0377
H 0.102 2.343 -2.651  0.0127
H -3.066 2.660 -2.910  0.0284
H -2.610 -4.337 -4.432  0.0886
H 4.459 1.000 -0.907  0.1377
H -2.754 0.929 -2.744  -0.0173
H -4.652 3.681 0.806  0.0179
H -2.609 -0.739 -5.045  0.0993

***

> The highest total charge belongs to which entry?

C30H46AsClN3O4OsSi3